No. 1
Molecular formula: C19H25Cl2O2P2Pt
Method: DFT, the ωB97M-V functional and the def2-TZVPD basis

Element x y z (Å)
C -0.3753 -4.9230 -5.2809
C -0.1926 -4.1894 -3.9826
H -1.4480 -5.0644 -5.4561
H 0.1166 -5.9068 -5.2469
H 0.0526 -4.3387 -6.1095
O -1.0828 -3.8040 -3.2501
Cl 1.5148 -3.9178 -3.6041
Pt -0.2294 -0.2227 -0.7382
P -0.3139 1.4404 -2.3141
C -1.7371 2.5480 -2.1663
C 1.1792 2.4274 -2.0748
H 0.5488 -0.0219 -4.0104
H -0.2031 1.4853 -4.6768
H -1.2276 0.1253 -4.0809
C -0.2911 0.6779 -3.9432
H 2.0520 1.7656 -2.0992
H 1.1946 3.1486 -2.8981
H -1.6485 3.3105 -2.9509
H -1.7479 3.0260 -1.1775
H 1.1377 2.9402 -1.1060
H -2.6640 1.9765 -2.3021
C -1.9116 0.1042 -0.0739
O -2.8954 0.4437 0.4487
Cl 1.7620 -0.9088 -1.7057
C 2.5608 0.6648 2.4028
P 1.0312 0.2859 1.4240
C 0.5664 -1.2899 2.2393
C 0.1420 -1.3228 3.5719
C -0.1116 -2.5490 4.1769
C 0.0944 -3.7362 3.4818
C 0.5786 -3.7157 2.1741
C 0.8346 -2.4891 1.5654
C 0.1280 1.7871 2.0025
C 0.6328 3.0439 1.6293
C -0.0378 4.2061 2.0080
C -1.2304 4.1006 2.7222
C -1.7650 2.8599 3.0312
C -1.0995 1.6948 2.6640
H 3.2891 -0.1604 2.4302
H 2.2268 0.8434 3.4418
H 3.0811 1.5775 2.0743
H 0.0615 -0.3803 4.1113
H -0.4733 -2.5519 5.2013
H -0.1325 -4.6869 3.9570
H 0.7449 -4.6373 1.6138
H 1.2686 -2.4308 0.5635
H 1.5601 3.0941 1.0522
H 0.3885 5.1736 1.7467
H -1.7335 5.0123 3.0378
H -2.6976 2.7742 3.5850
H -1.4982 0.7100 2.8913

Results
2S+1 = 5
Charge = +3
Gap between HOMO and LUMO (alpha / beta) = 6.415 / 2.640 eV
<S²> = 6.0459
LUMO energy (alpha / beta) = -9.72 / -14.12 eV
Largest force on an atom = 0.1043 Eh/bohr
Electronic energy = -71041.366 eV
HOMO level (alpha / beta) = -16.139 / -16.763 eV

Here are the Löwdin charges for atoms 1 to 4, given in e: -0.07, -0.84, 0.10, 0.10



No. 2
Molecular formula: C22H21FeIN2O7Si
Method: DFT, the ωB97M-V functional and the def2-TZVPD basis

Element x y z (Å)
Fe -0.1020 -0.3119 -0.4112
C 1.6699 -3.9361 -2.1749
C 1.7751 -2.6825 -2.9962
N 2.6219 -2.6862 -4.0269
C 2.6961 -1.5637 -4.7524
C 1.9728 -0.4205 -4.5051
C 2.1487 0.7690 -5.3990
O 1.0266 1.0102 -6.2619
C 1.0760 -0.3845 -3.3989
C 0.3480 0.8018 -3.1134
N -0.4761 0.9626 -2.0490
C -1.0417 2.1654 -1.7776
C -0.6454 3.4154 -2.3230
C -1.2756 4.5942 -1.9750
C -2.3352 4.6226 -1.0722
C -2.7474 3.4238 -0.5000
C -2.1109 2.2545 -0.8546
I -2.7236 0.4462 0.0199
C 0.9898 -1.5826 -2.6384
O 0.1517 -1.7210 -1.5978
H 2.3296 -4.6939 -2.5940
H 0.6433 -4.3080 -2.1576
H 1.9473 -3.7459 -1.1350
H 3.3860 -1.5844 -5.5921
H 2.9947 0.6030 -6.0653
H 2.3642 1.6650 -4.8053
H 0.2312 0.9291 -5.7249
H 0.4654 1.6371 -3.7944
H 0.2024 3.4452 -2.9931
H -0.9178 5.5220 -2.4063
H -2.8256 5.5500 -0.8101
H -3.5607 3.4054 0.2138
O 3.9356 3.2141 3.0137
C 3.2001 2.4878 2.4102
C 2.0028 1.7247 2.9717
O 1.6075 1.7407 4.1303
C 1.4749 1.0138 1.8599
C 2.1384 1.2016 0.6473
O 1.8034 0.6733 -0.4319
C 3.2849 2.1441 0.9042
O 4.0990 2.5521 0.1266
O 0.4001 0.1760 1.8507
C -1.2916 -1.9787 2.4424
Si -0.2824 -0.6070 3.2220
C 1.0501 -1.3527 4.2646
C -1.4030 0.5465 4.1282
H -1.2402 -2.8868 3.0487
H -0.9334 -2.2461 1.4444
H -2.3431 -1.6962 2.3553
H 0.6202 -2.1289 4.9030
H 1.5236 -0.5956 4.8884
H 1.8183 -1.8182 3.6412
H -1.9553 -0.0043 4.8956
H -2.1271 0.9866 3.4383
H -0.8331 1.3436 4.6055

Results
2S+1 = 6
Charge = -1
Gap between HOMO and LUMO (alpha / beta) = 4.943 / 7.189 eV
Energy relative to the best compared isomer or geometry (same formula, charge and spin) = 0.0 kcal/mol
<S²> = 8.7903
LUMO energy (alpha / beta) = 2.06 / 2.05 eV
Largest force on an atom = 0.0195 Eh/bohr
Electronic energy = -90836.731 eV
HOMO level (alpha / beta) = -2.882 / -5.134 eV

Here are the Löwdin charges for atoms 1 to 4, given in e: 0.63, -0.05, -0.29, 0.08



No. 3
Molecular formula: C11H6CdF6N2O4S3Te4
Method: DFT, the ωB97M-V functional and the def2-TZVPD basis

Element x y z (Å)
Cd -0.7360 -0.6659 0.2910
S -4.6911 1.4056 -0.3427
C -3.5817 2.7087 -0.3150
C -2.2911 2.2823 -0.3770
C -2.1323 0.8664 -0.4773
C -3.3720 0.2700 -0.4461
C -3.6215 -1.1752 -0.4531
C -4.8891 -1.7420 -0.2911
C -5.0271 -3.1139 -0.3327
C -3.9098 -3.9123 -0.5395
C -2.6868 -3.2817 -0.6740
N -2.5437 -1.9595 -0.6341
H -3.9404 3.7244 -0.2475
H -1.4567 2.9713 -0.3682
H -5.7456 -1.1045 -0.1182
H -6.0032 -3.5630 -0.1947
H -3.9774 -4.9903 -0.5766
H -1.7729 -3.8452 -0.8201
Te 1.6449 1.1818 0.9089
Te 4.2539 1.0926 1.6692
Te 7.0231 4.3922 1.7767
Te 4.3970 3.8776 1.5186
F -1.0836 -1.1902 4.9169
C -0.3782 -1.7986 3.9407
F 0.4582 -2.6526 4.5438
F -1.2646 -2.5377 3.2307
S 0.4747 -0.4950 2.8761
O -0.8464 0.0883 2.4635
O 1.3326 0.0246 3.9103
N 1.1053 -1.8259 2.0622
S 1.6506 -2.3596 0.7315
O 3.0711 -2.3982 0.5636
O 0.8712 -2.0530 -0.4942
C 1.1993 -4.1384 0.9556
F -0.1147 -4.2898 1.1878
F 1.8667 -4.7028 1.9598
F 1.4845 -4.8243 -0.1640

Results
Charge = -2
Gap between HOMO and LUMO = 4.091 eV
Energy relative to the best compared isomer or geometry (same formula, charge and spin) = 67.7 kcal/mol
LUMO energy = 3.48 eV
Largest force on an atom = 0.0317 Eh/bohr
Electronic energy = -105222.298 eV
HOMO level = -0.612 eV

Here are the Löwdin charges for atoms 1 to 4, given in e: 1.30, 0.96, -0.44, -0.23



No. 4
Molecular formula: C45H52BBrCl2F4N8PRbSSi4Te
Method: DFT, the ωB97M-V functional and the def2-TZVPD basis

Element x y z (Å)
Rb 1.4748 -1.7628 1.7769
C -0.1630 2.3694 3.9741
C 0.0432 1.7142 2.7512
N 1.1434 0.9812 2.7788
N 1.6657 1.1400 4.0084
C 0.9043 1.9650 4.7457
B 2.9014 0.3173 4.4350
N 2.5295 -1.1752 4.5225
C 3.3846 -2.2244 4.4745
C 2.6570 -3.3735 4.6603
C 1.3379 -2.9168 4.8338
N 1.2648 -1.5960 4.7573
N 4.0299 0.4745 3.3888
C 5.0224 1.3858 3.3651
C 5.6873 1.2620 2.1686
C 5.0071 0.2301 1.5052
N 4.0104 -0.2375 2.2388
N 3.3343 0.7899 5.8363
C 3.1815 0.1001 6.9866
C 3.5733 0.9122 8.0257
C 3.9462 2.1095 7.3957
N 3.7947 2.0326 6.0852
H -0.9639 3.0290 4.2552
H -0.5606 1.7221 1.8587
H 1.1682 2.2172 5.7573
H 4.4308 -2.0704 4.2743
H 3.0026 -4.3918 4.6268
H 0.4408 -3.5002 4.9707
H 5.1658 2.0544 4.1947
H 6.5335 1.8298 1.8251
H 5.2080 -0.1862 0.5314
H 2.8024 -0.9062 6.9897
H 3.5852 0.6753 9.0742
H 4.3182 3.0190 7.8389
Cl 3.0487 -1.4894 -0.9523
C 2.3274 -1.8840 -2.4577
C 2.0603 -3.2269 -2.6765
C 1.6502 -3.6387 -3.9298
C 1.5290 -2.7161 -4.9570
C 1.7624 -1.3755 -4.7092
Cl 1.6776 -0.2802 -6.0556
C 2.1240 -0.9037 -3.4418
S 2.4392 0.8243 -3.1320
H 2.1993 -3.9338 -1.8685
H 1.4397 -4.6822 -4.1105
H 1.2458 -3.0253 -5.9528
F -1.4815 -7.8628 3.9540
C -1.4002 -6.8817 3.0441
C -2.4712 -6.7053 2.1711
F -3.5478 -7.5002 2.2785
C -2.3986 -5.6886 1.2426
F -3.4689 -5.5181 0.4393
C -1.2810 -4.8709 1.1485
P -1.2758 -3.3177 0.1655
C -1.4811 -3.8063 -1.5838
C -1.5054 -5.1150 -2.0427
C -1.6817 -5.3785 -3.3945
C -1.8429 -4.3398 -4.2954
C -1.7965 -3.0238 -3.8490
C -1.6009 -2.7627 -2.5057
C -2.9332 -2.6271 0.5519
C -4.0436 -2.6668 -0.2825
C -5.2274 -2.0541 0.0959
C -5.3225 -1.4019 1.3169
C -4.2204 -1.3608 2.1609
C -3.0350 -1.9599 1.7738
C -0.1884 -5.0600 1.9869
Br 1.9394 -5.1775 0.9886
C -0.2958 -6.0672 2.9465
F 0.6975 -6.2653 3.8415
H -1.3874 -5.9334 -1.3433
H -1.7024 -6.4030 -3.7433
H -1.9897 -4.5513 -5.3464
H -1.8905 -2.2042 -4.5474
H -1.5454 -1.7372 -2.1495
H -3.9888 -3.1851 -1.2320
H -6.0843 -2.0921 -0.5640
H -6.2490 -0.9254 1.6085
H -4.2804 -0.8502 3.1128
H -2.1683 -1.9100 2.4258
C -3.1360 3.3210 -4.5340
Si -2.2247 2.1065 -3.4227
C -3.4524 1.3603 -2.2107
C -1.4772 0.7430 -4.4596
Si -0.4713 3.1819 -2.2956
Te 1.0674 1.4362 -1.2473
Si -1.2802 4.5190 -0.5405
C -2.3952 5.7926 -1.3833
C -2.3847 3.6638 0.7084
C 0.1391 5.3498 0.3560
Si 0.8961 4.4690 -3.7159
C 0.1813 6.1915 -3.9825
C 1.0444 3.6386 -5.3872
C 2.5981 4.6687 -2.9510
H -3.9601 2.8359 -5.0582
H -2.4738 3.7567 -5.2820
H -3.5481 4.1394 -3.9421
H -4.1621 0.7240 -2.7431
H -4.0198 2.1310 -1.6896
H -2.9584 0.7434 -1.4589
H -2.2216 0.1506 -4.9955
H -0.8950 0.0683 -3.8275
H -0.7979 1.1678 -5.1962
H -3.2826 5.2990 -1.7823
H -1.9071 6.3161 -2.2010
H -2.7343 6.5367 -0.6605
H -3.1593 3.0767 0.2179
H -2.8770 4.4232 1.3196
H -1.8333 3.0085 1.3795
H 0.7197 5.9873 -0.3113
H 0.8128 4.5982 0.7662
H -0.2207 5.9611 1.1848
H -0.8319 6.1421 -4.3809
H 0.7933 6.7465 -4.6951
H 0.1517 6.7597 -3.0538
H 0.0704 3.5516 -5.8703
H 1.4536 2.6358 -5.2613
H 1.7015 4.1983 -6.0547
H 2.5359 5.1743 -1.9862
H 3.2383 5.2630 -3.6061
H 3.0848 3.7090 -2.7875

Results
2S+1 = 2
Charge = -1
Gap between HOMO and LUMO (alpha / beta) = 5.741 / 7.480 eV
Energy relative to the best compared isomer or geometry (same formula, charge and spin) = 10.4 kcal/mol
<S²> = 0.7559
LUMO energy (alpha / beta) = 1.47 / 1.47 eV
Largest force on an atom = 0.0255 Eh/bohr
Electronic energy = -225655.340 eV
HOMO level (alpha / beta) = -4.276 / -6.014 eV

Here are the Löwdin charges for atoms 1 to 4, given in e: 0.52, -0.06, -0.19, 0.00



No. 5
Molecular formula: C34H24ClDyIN8O4S2Se
Method: DFT, the ωB97M-V functional and the def2-TZVPD basis

Element x y z (Å)
Dy -1.1685 -0.6474 -0.2376
Cl 3.4611 -0.3020 4.8824
C 2.6315 -0.7127 3.4229
C 1.4725 -1.4316 3.5044
C 0.7903 -1.7182 2.3218
I -1.1691 -2.5715 2.2997
C 1.2090 -1.3676 1.0489
O 0.5205 -1.7050 -0.0169
C 2.4025 -0.5594 0.9888
N 2.7296 -0.0489 -0.2166
C 3.7522 0.7645 -0.2898
C 4.5449 1.1232 0.8142
C 4.2272 0.6186 2.0431
C 3.1107 -0.2357 2.1758
H 1.0918 -1.7634 4.4592
H 3.9607 1.1705 -1.2750
H 5.3774 1.8007 0.6884
H 4.8077 0.8785 2.9167
C -6.6672 7.2136 -2.4300
C -5.3583 6.4882 -2.5732
C -5.0283 5.4332 -1.7336
C -3.8050 4.7880 -1.8538
C -2.8962 5.1690 -2.8369
N -1.7104 4.4124 -2.9511
C -0.5730 4.7815 -3.6019
O -0.4380 5.8309 -4.1849
N 0.5213 3.8879 -3.5981
C 0.7019 2.5418 -3.2449
C 1.4646 1.7425 -4.1009
C 1.6136 0.4020 -3.8279
C 0.9850 -0.1435 -2.7252
N 0.3042 0.6040 -1.8540
C 0.2089 1.9289 -2.0845
C -3.2008 6.2450 -3.6641
C -4.4210 6.8849 -3.5245
H -7.3216 6.7069 -1.7229
H -7.1795 7.2924 -3.3889
H -6.4934 8.2277 -2.0661
H -5.7114 5.0966 -0.9654
H -3.5169 4.0520 -1.1125
H -1.7210 3.5392 -2.4573
H 1.2198 4.2241 -4.2437
H 1.9379 2.1845 -4.9685
H 2.2115 -0.2276 -4.4706
H 1.0702 -1.1991 -2.5004
H -0.2073 2.5153 -1.2708
H -2.4724 6.5798 -4.3862
H -4.6540 7.7125 -4.1828
Se -3.6990 0.7565 -3.1959
N -4.7572 -0.5710 -3.4941
C -4.2940 -1.6399 -2.8537
C -4.8722 -2.9258 -2.8025
C -4.2354 -3.8619 -2.0345
C -3.0303 -3.5510 -1.3675
N -2.4241 -2.3847 -1.4324
C -3.0661 -1.4306 -2.1460
N -2.5725 -0.1855 -2.2230
H -5.7737 -3.1408 -3.3587
H -4.6348 -4.8616 -1.9479
H -2.5404 -4.3065 -0.7646
O -3.3732 -0.8902 0.6018
S -3.7003 0.5301 0.8026
O -4.7981 1.0035 0.0248
N -2.2704 1.2643 0.4513
C -1.5671 1.3652 1.5972
S 0.0803 1.5710 1.5720
C -2.3600 1.2013 2.8293
C -1.9393 1.3712 4.1374
C -2.8567 1.1349 5.1520
C -4.1586 0.7368 4.8668
C -4.5828 0.5527 3.5542
C -3.6692 0.8096 2.5574
H -0.9244 1.6862 4.3380
H -2.5559 1.2701 6.1813
H -4.8494 0.5462 5.6760
H -5.5878 0.2254 3.3263

Results
2S+1 = 6
Charge = +1
Gap between HOMO and LUMO (alpha / beta) = 5.652 / 5.647 eV
Energy relative to the best compared isomer or geometry (same formula, charge and spin) = 8.8 kcal/mol
<S²> = 9.3393
LUMO energy (alpha / beta) = -4.58 / -4.59 eV
Largest force on an atom = 0.0331 Eh/bohr
Electronic energy = -187479.799 eV
HOMO level (alpha / beta) = -10.233 / -10.233 eV

Here are the Löwdin charges for atoms 1 to 4, given in e: 1.37, 0.73, -0.61, -0.16



No. 6
Molecular formula: C3H5N3O
Method: DFT, the ωB97M-V functional and the def2-TZVPD basis

Element x y z (Å)
C 1.8271 0.1307 -0.0513
C -0.4782 0.0394 0.0118
C -0.7717 1.2732 -0.8668
H 2.5170 -0.4517 -0.5925
H 1.5402 1.0005 -0.5772
H 2.4556 0.4050 0.8971
H -2.5384 -0.4208 -0.1691
H -0.5690 -1.6144 1.2106
N 0.6383 -0.5002 0.4363
N -1.7429 -0.3937 0.4201
N -1.2466 2.2146 -1.4972
O -1.6312 -1.6826 0.7784

Results
Charge = 0
Structure (SMILES) = C/N=C(\C#N)NO
Gap between HOMO and LUMO = 9.265 eV
Energy relative to the best compared isomer or geometry (same formula, charge and spin) = 116.1 kcal/mol
LUMO energy = -0.04 eV
Largest force on an atom = 0.1537 Eh/bohr
Electronic energy = -9705.551 eV
HOMO level = -9.300 eV

Here are the Löwdin charges for atoms 1 to 4, given in e: -0.12, -0.32, -0.09, 0.06



Question: Number 6 is which compound?
Answer: C3H5N3O



Question: charge of number 3 (C11H6CdF6N2O4S3Te4)?
Answer: -2



Question: What is the formula in the sixth record?
Answer: C3H5N3O



Copy entry 2 word for word.
Molecular formula: C22H21FeIN2O7Si
Method: DFT, the ωB97M-V functional and the def2-TZVPD basis

Element x y z (Å)
Fe -0.1020 -0.3119 -0.4112
C 1.6699 -3.9361 -2.1749
C 1.7751 -2.6825 -2.9962
N 2.6219 -2.6862 -4.0269
C 2.6961 -1.5637 -4.7524
C 1.9728 -0.4205 -4.5051
C 2.1487 0.7690 -5.3990
O 1.0266 1.0102 -6.2619
C 1.0760 -0.3845 -3.3989
C 0.3480 0.8018 -3.1134
N -0.4761 0.9626 -2.0490
C -1.0417 2.1654 -1.7776
C -0.6454 3.4154 -2.3230
C -1.2756 4.5942 -1.9750
C -2.3352 4.6226 -1.0722
C -2.7474 3.4238 -0.5000
C -2.1109 2.2545 -0.8546
I -2.7236 0.4462 0.0199
C 0.9898 -1.5826 -2.6384
O 0.1517 -1.7210 -1.5978
H 2.3296 -4.6939 -2.5940
H 0.6433 -4.3080 -2.1576
H 1.9473 -3.7459 -1.1350
H 3.3860 -1.5844 -5.5921
H 2.9947 0.6030 -6.0653
H 2.3642 1.6650 -4.8053
H 0.2312 0.9291 -5.7249
H 0.4654 1.6371 -3.7944
H 0.2024 3.4452 -2.9931
H -0.9178 5.5220 -2.4063
H -2.8256 5.5500 -0.8101
H -3.5607 3.4054 0.2138
O 3.9356 3.2141 3.0137
C 3.2001 2.4878 2.4102
C 2.0028 1.7247 2.9717
O 1.6075 1.7407 4.1303
C 1.4749 1.0138 1.8599
C 2.1384 1.2016 0.6473
O 1.8034 0.6733 -0.4319
C 3.2849 2.1441 0.9042
O 4.0990 2.5521 0.1266
O 0.4001 0.1760 1.8507
C -1.2916 -1.9787 2.4424
Si -0.2824 -0.6070 3.2220
C 1.0501 -1.3527 4.2646
C -1.4030 0.5465 4.1282
H -1.2402 -2.8868 3.0487
H -0.9334 -2.2461 1.4444
H -2.3431 -1.6962 2.3553
H 0.6202 -2.1289 4.9030
H 1.5236 -0.5956 4.8884
H 1.8183 -1.8182 3.6412
H -1.9553 -0.0043 4.8956
H -2.1271 0.9866 3.4383
H -0.8331 1.3436 4.6055

Results
2S+1 = 6
Charge = -1
Gap between HOMO and LUMO (alpha / beta) = 4.943 / 7.189 eV
Energy relative to the best compared isomer or geometry (same formula, charge and spin) = 0.0 kcal/mol
<S²> = 8.7903
LUMO energy (alpha / beta) = 2.06 / 2.05 eV
Largest force on an atom = 0.0195 Eh/bohr
Electronic energy = -90836.731 eV
HOMO level (alpha / beta) = -2.882 / -5.134 eV

Here are the Löwdin charges for atoms 1 to 4, given in e: 0.63, -0.05, -0.29, 0.08